{
  "formula": "C36H84Cl6N9O9P3",
  "method": "the ωB97M-V functional and the def2-TZVPD basis",
  "species": ["C", "N", "C", "P", "O", "N", "C", "C", "N", "C", "C", "H", "H", "H", "H", "H", "H", "H", "H", "H", "H", "H", "H", "H", "H", "H", "H", "H", "H", "C", "N", "C", "P", "O", "N", "C", "C", "N", "C", "C", "H", "H", "H", "H", "H", "H", "H", "H", "H", "H", "H", "H", "H", "H", "H", "H", "H", "H", "C", "N", "C", "P", "O", "N", "C", "C", "N", "C", "C", "H", "H", "H", "H", "H", "H", "H", "H", "H", "H", "H", "H", "H", "H", "H", "H", "H", "H", "O", "C", "C", "C", "C", "O", "H", "H", "H", "H", "H", "H", "O", "C", "C", "C", "C", "O", "H", "H", "H", "H", "H", "H", "O", "C", "C", "C", "C", "O", "H", "H", "H", "H", "H", "H", "Cl", "C", "C", "Cl", "H", "H", "H", "H", "Cl", "C", "C", "Cl", "H", "H", "H", "H", "Cl", "C", "C", "Cl", "H", "H", "H", "H"],
  "positions_angstrom": [[2.183, -1.885, 3.057], [3.225, -2.490, 3.849], [4.533, -2.047, 3.609], [2.631, -3.494, 5.169], [1.424, -4.246, 4.794], [3.905, -4.532, 5.445], [3.744, -5.919, 5.091], [5.167, -4.037, 6.070], [2.650, -2.587, 6.684], [1.962, -1.293, 6.723], [2.706, -3.350, 7.977], [1.856, -2.489, 2.211], [2.392, -0.897, 2.647], [1.344, -1.583, 3.684], [5.246, -2.867, 3.694], [4.712, -1.429, 4.490], [4.641, -1.349, 2.779], [4.220, -6.498, 5.882], [2.732, -6.305, 4.966], [4.429, -6.153, 4.276], [5.343, -2.962, 6.017], [5.261, -4.235, 7.138], [6.001, -4.587, 5.636], [2.537, -0.547, 6.173], [0.975, -1.326, 6.263], [1.728, -1.090, 7.768], [1.743, -3.610, 8.416], [3.454, -2.928, 8.648], [3.165, -4.323, 7.797], [6.204, -2.610, -6.927], [4.997, -1.987, -6.383], [3.733, -2.548, -6.726], [5.063, -0.408, -5.714], [3.716, 0.325, -5.886], [5.465, -0.437, -4.068], [4.497, -1.040, -3.225], [6.886, -0.450, -3.610], [6.319, 0.416, -6.519], [6.245, 0.533, -8.009], [6.667, 1.725, -5.966], [7.096, -2.321, -6.373], [6.077, -2.454, -7.998], [6.111, -3.696, -6.965], [3.407, -2.010, -7.617], [2.990, -2.396, -5.943], [3.778, -3.603, -6.994], [4.417, -2.127, -3.265], [4.869, -0.660, -2.274], [3.517, -0.649, -3.497], [7.028, -1.527, -3.512], [7.554, -0.255, -4.449], [7.172, -0.086, -2.623], [7.193, 0.365, -8.519], [5.590, -0.178, -8.512], [5.925, 1.562, -8.173], [6.469, 1.790, -4.896], [6.068, 2.530, -6.393], [7.715, 1.960, -6.153], [-5.254, 1.175, 7.748], [-5.911, 2.294, 7.050], [-7.297, 2.454, 7.478], [-5.268, 3.057, 5.696], [-5.843, 4.375, 5.182], [-3.532, 3.159, 6.011], [-3.046, 3.606, 7.273], [-2.729, 3.453, 4.787], [-5.461, 1.696, 4.634], [-6.040, 1.942, 3.341], [-4.539, 0.520, 4.701], [-5.886, 0.293, 7.649], [-5.121, 1.672, 8.710], [-4.270, 0.940, 7.343], [-7.798, 1.564, 7.098], [-7.783, 3.311, 7.012], [-7.361, 2.589, 8.558], [-1.959, 3.531, 7.279], [-3.345, 4.653, 7.309], [-3.573, 2.987, 7.999], [-3.403, 3.371, 3.934], [-2.303, 4.455, 4.843], [-1.947, 2.700, 4.690], [-6.645, 1.083, 3.051], [-6.770, 2.751, 3.382], [-5.257, 2.172, 2.620], [-4.522, 0.013, 5.666], [-3.522, 0.829, 4.459], [-4.837, -0.163, 3.904], [-0.116, -5.153, -1.868], [0.406, -6.279, -1.772], [0.208, -7.251, -0.609], [1.243, -8.314, -0.886], [1.746, -8.054, -2.328], [1.411, -6.684, -2.544], [0.203, -6.737, 0.352], [-0.869, -7.393, -0.692], [2.107, -8.209, -0.230], [0.840, -9.327, -0.873], [2.821, -8.156, -2.474], [1.287, -8.744, -3.037], [1.374, 3.975, 0.972], [2.261, 4.216, 0.105], [3.701, 4.156, 0.367], [4.206, 5.024, -0.798], [3.106, 4.892, -1.913], [1.939, 4.501, -1.155], [3.732, 4.638, 1.345], [4.323, 3.275, 0.527], [4.469, 5.973, -0.331], [5.184, 4.657, -1.107], [2.790, 5.841, -2.347], [3.388, 4.093, -2.598], [-1.275, 8.999, -7.839], [-1.909, 8.131, -7.211], [-2.327, 8.236, -5.802], [-2.871, 6.774, -5.554], [-3.110, 6.152, -6.928], [-2.252, 6.960, -7.803], [-1.511, 8.559, -5.155], [-2.900, 9.159, -5.890], [-2.293, 6.060, -4.968], [-3.759, 6.831, -4.925], [-2.997, 5.070, -6.863], [-4.153, 6.258, -7.226], [-1.771, 0.730, -5.509], [-1.056, 0.270, -4.047], [-1.954, -0.044, -2.886], [-3.268, 1.147, -2.724], [-0.209, 0.942, -3.909], [-0.797, -0.738, -4.372], [-1.407, -0.007, -1.944], [-2.371, -1.047, -2.974], [-8.367, -2.824, -1.237], [-6.945, -3.684, -0.589], [-6.260, -4.745, -1.333], [-5.777, -4.158, -2.978], [-7.152, -4.071, 0.409], [-6.256, -2.848, -0.468], [-6.773, -5.706, -1.303], [-5.332, -4.925, -0.790], [-7.869, 4.728, -2.327], [-8.748, 3.227, -2.121], [-9.176, 2.708, -3.418], [-10.747, 3.472, -4.063], [-9.520, 3.439, -1.382], [-8.049, 2.527, -1.665], [-9.628, 1.726, -3.280], [-8.433, 2.567, -4.203]],
  "lowdin_charge": [-0.14, -0.31, -0.14, 0.61, -0.29, -0.32, -0.12, -0.11, -0.29, -0.12, -0.11, 0.08, 0.08, 0.07, 0.07, 0.07, 0.09, 0.07, 0.08, 0.08, 0.07, 0.07, 0.08, 0.07, 0.07, 0.08, 0.08, 0.08, 0.05, -0.11, -0.33, -0.13, 0.62, -0.34, -0.33, -0.14, -0.10, -0.30, -0.09, -0.14, 0.08, 0.07, 0.07, 0.08, 0.08, 0.08, 0.08, 0.09, 0.08, 0.07, 0.06, 0.08, 0.08, 0.07, 0.07, 0.07, 0.08, 0.09, -0.12, -0.35, -0.10, 0.65, -0.32, -0.34, -0.13, -0.10, -0.31, -0.15, -0.09, 0.09, 0.08, 0.06, 0.08, 0.08, 0.08, 0.09, 0.09, 0.05, 0.07, 0.08, 0.07, 0.08, 0.07, 0.08, 0.05, 0.06, 0.08, 0.07, -0.46, -0.08, -0.14, -0.14, 0.03, 0.13, 0.13, 0.12, 0.11, 0.12, 0.12, 0.05, -0.48, -0.10, -0.14, -0.09, 0.03, 0.13, 0.13, 0.11, 0.10, 0.13, 0.13, 0.06, -0.48, -0.06, -0.13, -0.13, 0.03, 0.13, 0.13, 0.11, 0.11, 0.12, 0.12, 0.60, -0.75, -0.64, 0.51, 0.08, 0.06, 0.07, 0.07, 0.53, -0.71, -0.64, 0.52, 0.08, 0.06, 0.08, 0.08, 0.56, -0.70, -0.62, 0.47, 0.07, 0.08, 0.05, 0.08],
  "homo_ev": -8.08,
  "orbital_gap_ev": 8.1,
  "e_tot_ha": -6377.1774,
  "spin_multiplicity": 1
}